1.
18
Properties=species:S:1:pos:R:3:lowdin_charge:R:1 method="wB97M-V/def2-TZVPD" charge=+1 orbital_gap_ev="8.87 / 8.70" e_above_lowest_kcal_mol=101.37 homo_ha="-0.4719 / -0.4682"
C 0.59 1.63 0.45 -0.223
C 1.01 0.41 0.46 0.144
C 1.48 2.81 0.73 -0.073
C -1.88 -0.79 -0.64 -0.108
C -0.79 -1.36 0.18 -0.186
N -0.05 -2.47 -0.49 0.155
H -0.44 1.87 0.23 0.105
H 1.89 -0.16 0.65 0.050
H 2.50 2.50 0.92 0.081
H 1.10 3.32 1.61 0.089
H 1.45 3.49 -0.11 0.087
H -2.70 -1.50 -0.79 0.090
H -2.30 0.07 -0.13 0.085
H -1.53 -0.46 -1.62 0.087
H -1.00 -1.59 1.21 0.105
H 0.09 -2.23 -1.48 0.172
H -0.58 -3.36 -0.46 0.177
H 0.86 -2.63 -0.04 0.164



2.
15
Properties=species:S:1:pos:R:3:lowdin_charge:R:1 method="wB97M-V/def2-TZVPD" charge=0 orbital_gap_ev=8.86 smiles="NC(=S)C/N=C/NO" e_above_lowest_kcal_mol=52.83 homo_ha=-0.3001
C 1.71 0.20 0.05 -0.908
C 0.49 -0.56 0.53 -0.261
C -1.75 -0.31 -0.02 -0.200
H 2.26 2.08 -0.35 0.084
H 0.60 1.88 0.10 0.082
H 0.43 -1.49 -0.08 0.113
H 0.72 -0.87 1.58 0.132
H -1.79 -1.34 -0.39 0.141
H -3.05 1.19 0.49 0.148
H -4.48 -0.30 -1.03 0.102
N 1.50 1.51 -0.09 0.097
N -0.73 0.24 0.49 0.014
N -2.94 0.41 -0.19 -0.068
O -4.06 -0.42 -0.16 -0.060
S 3.14 -0.56 -0.24 0.586



3.
47
Properties=species:S:1:pos:R:3:lowdin_charge:R:1 method="wB97M-V/def2-TZVPD" spin_multiplicity=2 charge=-1 orbital_gap_ev="2.27 / 6.51" s_squared=0.762 homo_ha="-0.0033 / -0.1591"
N 1.31 -0.50 3.90 -0.065
C 1.36 -1.85 3.96 -0.270
C 0.27 -2.54 4.39 -0.192
C -0.86 -1.86 4.93 -0.195
C -0.91 -0.45 4.85 -0.183
C 0.16 0.18 4.24 -0.277
H 2.20 -2.41 3.57 0.061
H 0.33 -3.61 4.53 0.061
H -1.59 -2.55 5.34 0.049
H -1.76 0.05 5.28 0.075
H 0.10 1.24 4.04 0.020
N -2.46 1.23 -4.27 0.045
C -1.46 0.47 -3.80 -0.146
C -1.65 -0.73 -3.05 -0.116
C -2.93 -1.22 -2.94 -0.100
C -3.98 -0.50 -3.48 -0.073
C -3.71 0.74 -4.10 -0.149
H -0.45 0.86 -3.82 0.080
H -0.85 -1.26 -2.56 0.035
H -3.12 -2.15 -2.44 0.100
H -5.03 -0.75 -3.46 0.094
H -4.56 1.32 -4.44 0.089
C 2.32 -2.60 -4.11 -1.024
Cl 3.32 -2.03 -5.46 0.461
Cl 0.64 -2.86 -4.55 0.553
H 2.83 -3.53 -3.86 0.023
H 2.49 -1.87 -3.32 -0.014
C 4.41 1.84 -2.99 -1.094
Cl 5.25 1.77 -1.44 0.526
Cl 4.68 0.45 -3.95 0.549
H 3.37 2.01 -2.71 0.012
H 4.71 2.70 -3.58 0.029
C 2.04 0.30 0.19 -0.936
Cl 0.81 1.20 1.15 0.541
Cl 1.26 0.05 -1.36 0.545
H 2.87 0.99 0.06 -0.014
H 2.29 -0.63 0.69 0.042
C -2.58 -0.53 1.67 -1.083
Cl -2.62 -2.14 1.02 0.515
Cl -3.77 0.55 0.97 0.495
H -2.62 -0.69 2.74 0.013
H -1.63 -0.12 1.33 -0.035
C -0.04 4.28 3.19 -1.057
Cl -1.63 3.65 3.56 0.517
Cl 0.70 4.59 4.76 0.480
H 0.69 3.68 2.66 -0.005
H -0.18 5.22 2.66 0.021



4.
132
Properties=species:S:1:pos:R:3:lowdin_charge:R:1 method="wB97M-V/def2-TZVPD" charge=0 orbital_gap_ev=5.32 homo_ha=-0.2116
Cs 0.15 -0.10 -0.02 1.307
C -1.83 -5.57 -3.59 -0.072
C -1.38 -4.15 -3.93 -0.198
C -0.50 -3.55 -2.87 -0.132
C 0.86 -3.55 -2.81 -0.127
C 1.83 -4.15 -3.77 -0.191
C 2.35 -5.51 -3.31 -0.079
C 1.21 -2.88 -1.55 -0.264
N 0.08 -2.50 -0.91 -0.109
C -0.97 -2.86 -1.66 -0.273
C -2.32 -2.62 -1.33 0.030
C -2.85 -1.92 -0.24 -0.270
C -4.27 -1.95 0.15 -0.142
C -5.35 -2.68 -0.59 -0.196
C -5.34 -4.18 -0.32 -0.081
C -4.36 -1.29 1.33 -0.140
C -2.99 -0.86 1.66 -0.264
C -2.61 -0.33 2.90 -0.004
C -1.29 -0.15 3.40 -0.317
N -0.16 -0.24 2.68 -0.051
C 0.89 -0.17 3.54 -0.265
C 2.23 -0.46 3.22 0.059
C 2.78 -1.07 2.09 -0.259
N 2.05 -1.52 1.04 -0.105
C 2.90 -2.09 0.16 -0.264
C 2.50 -2.69 -1.05 0.052
C 4.27 -2.02 0.68 -0.136
C 4.19 -1.38 1.88 -0.137
C 5.29 -1.12 2.86 -0.200
C 5.41 -2.21 3.92 -0.086
C 5.47 -2.61 0.01 -0.196
C 5.55 -4.13 0.19 -0.085
C 0.40 0.09 4.88 -0.147
C -0.96 0.09 4.81 -0.178
C -1.94 0.16 5.94 -0.217
C -2.31 -1.22 6.48 -0.079
C 1.24 0.23 6.11 -0.195
C 1.90 1.61 6.23 -0.091
N -2.15 -1.20 0.67 -0.079
C -5.56 -1.10 2.20 -0.201
C -5.68 -2.18 3.29 -0.080
H -2.48 -5.97 -4.36 0.070
H -0.96 -6.23 -3.50 0.067
H -2.36 -5.60 -2.64 0.070
H -0.87 -4.14 -4.89 0.085
H -2.27 -3.52 -4.06 0.097
H 1.35 -4.25 -4.75 0.080
H 2.67 -3.46 -3.92 0.111
H 1.54 -6.23 -3.22 0.068
H 3.09 -5.91 -4.02 0.070
H 2.83 -5.44 -2.33 0.065
H -3.04 -3.08 -1.98 0.098
H -6.32 -2.26 -0.31 0.102
H -5.25 -2.50 -1.66 0.106
H -5.53 -4.39 0.74 0.065
H -6.11 -4.70 -0.91 0.070
H -4.37 -4.62 -0.56 0.067
H -3.41 -0.21 3.62 0.094
H 2.94 -0.26 4.02 0.096
H 3.30 -3.07 -1.68 0.099
H 6.24 -1.02 2.32 0.101
H 5.13 -0.15 3.34 0.103
H 5.62 -3.17 3.46 0.065
H 6.21 -1.99 4.64 0.068
H 4.47 -2.31 4.47 0.070
H 5.46 -2.37 -1.06 0.106
H 6.38 -2.15 0.41 0.101
H 4.64 -4.61 -0.18 0.064
H 6.40 -4.55 -0.34 0.069
H 5.64 -4.39 1.25 0.066
H -1.54 0.78 6.75 0.105
H -2.87 0.66 5.62 0.089
H -1.42 -1.73 6.86 0.078
H -3.04 -1.15 7.29 0.071
H -2.73 -1.84 5.69 0.070
H 0.63 0.04 7.00 0.102
H 2.02 -0.54 6.12 0.110
H 1.14 2.39 6.34 0.060
H 2.57 1.67 7.09 0.070
H 2.48 1.84 5.33 0.070
H -5.52 -0.12 2.68 0.097
H -6.47 -1.10 1.59 0.102
H -4.78 -2.21 3.91 0.062
H -6.54 -1.99 3.93 0.070
H -5.79 -3.16 2.84 0.066
S 0.08 -0.89 -7.69 1.004
C -0.20 -0.53 -5.98 -0.506
C -1.35 -0.92 -5.31 -0.062
C -1.50 -0.56 -3.98 -0.160
N -0.60 0.16 -3.30 0.021
C 0.49 0.54 -3.96 -0.146
C 0.75 0.22 -5.29 -0.077
C -0.43 -2.59 -7.74 -0.535
C -1.73 -2.93 -8.11 -0.091
C -2.08 -4.27 -8.12 -0.139
N -1.25 -5.26 -7.80 0.070
C -0.01 -4.92 -7.46 -0.152
C 0.44 -3.61 -7.41 -0.090
H -2.11 -1.50 -5.80 0.104
H -2.37 -0.87 -3.43 0.104
H 1.21 1.13 -3.40 0.112
H 1.67 0.53 -5.76 0.104
H -2.45 -2.16 -8.36 0.107
H -3.09 -4.56 -8.40 0.107
H 0.65 -5.74 -7.19 0.111
H 1.46 -3.40 -7.12 0.108
N -2.28 2.71 3.56 0.052
C -0.99 3.44 3.79 -0.088
C -0.14 3.32 2.53 -0.182
N -0.82 3.74 1.32 -0.033
C -2.10 3.09 1.15 -0.217
C -3.02 3.21 2.35 -0.092
H -2.86 2.75 4.38 0.169
H -2.05 1.71 3.41 0.099
H -0.51 2.97 4.65 0.113
H -1.25 4.48 4.01 0.131
H 0.16 2.27 2.42 0.102
H 0.77 3.90 2.66 0.132
H -0.91 4.75 1.27 0.117
H -1.94 2.02 0.95 0.088
H -2.60 3.48 0.26 0.068
H -3.91 2.58 2.26 0.129
H -3.31 4.24 2.56 0.131
C -4.04 4.40 -2.37 -0.491
Te -2.71 2.76 -2.67 1.138
C -3.83 1.34 -1.53 -0.452
H -4.25 4.52 -1.31 -0.017
H -4.96 4.27 -2.92 -0.007
H -3.53 5.29 -2.73 -0.011
H -4.62 0.90 -2.13 0.005
H -4.26 1.86 -0.67 -0.004
H -3.15 0.57 -1.18 -0.023



5.
106
Properties=species:S:1:pos:R:3:lowdin_charge:R:1 method="wB97M-V/def2-TZVPD" charge=-3 orbital_gap_ev=6.91 e_above_lowest_kcal_mol=14.10 homo_ha=-0.0249
P -0.01 0.00 0.36 0.121
O -0.77 -1.20 -0.20 -0.309
O 0.34 0.94 -0.88 -0.337
O 1.09 -0.66 1.08 -0.273
O -0.72 0.97 1.19 -0.301
N -3.17 1.48 1.81 -0.066
C -3.41 2.76 2.31 -0.089
C -4.94 2.69 2.64 -0.092
C -5.40 1.28 2.34 -0.118
C -4.21 0.60 1.74 -0.155
H -2.18 1.11 1.48 0.080
H -2.67 3.58 2.48 0.093
H -5.46 3.47 2.90 -0.029
H -6.51 0.83 2.44 0.093
H -4.23 -0.47 1.25 0.116
N 2.48 1.22 -2.15 -0.072
C 3.66 0.64 -1.84 -0.109
C 4.76 1.21 -2.76 -0.088
C 4.06 2.16 -3.68 -0.056
C 2.49 2.15 -3.22 -0.042
H 1.53 1.04 -1.65 0.036
H 3.49 -0.14 -0.93 0.119
H 5.75 0.95 -2.64 0.014
H 4.68 2.78 -4.31 0.027
H 1.83 2.76 -3.42 -0.050
N 0.70 -2.66 2.34 -0.012
C 1.43 -3.02 3.46 -0.139
C 1.11 -4.48 3.70 -0.085
C -0.03 -4.84 2.70 -0.076
C -0.25 -3.61 1.92 -0.089
H 0.90 -1.79 1.75 -0.007
H 2.04 -2.32 4.11 0.107
H 1.45 -5.17 4.41 0.008
H -0.40 -5.76 2.42 0.012
H -0.71 -3.33 1.04 0.046
N -0.59 3.01 -1.76 -0.037
C -1.09 3.84 -0.70 -0.068
C -1.66 5.09 -1.43 -0.126
C -1.59 4.91 -2.84 -0.080
C -0.83 3.45 -3.04 -0.078
H -0.11 2.07 -1.40 0.015
H -1.23 3.50 0.30 0.051
H -2.20 5.92 -1.06 0.038
H -1.98 5.47 -3.62 0.013
H -0.35 2.97 -3.86 0.050
N -3.04 -2.43 -0.41 -0.045
C -3.58 -2.35 -1.68 -0.183
C -4.69 -3.32 -1.79 -0.092
C -4.96 -3.77 -0.30 -0.104
C -3.86 -3.18 0.48 -0.144
H -1.95 -1.92 -0.22 0.110
H -3.26 -1.67 -2.50 0.087
H -5.31 -3.74 -2.61 0.051
H -5.69 -4.42 0.10 0.023
H -3.52 -3.35 1.46 0.060
N -0.10 1.44 3.61 0.031
C -0.77 2.19 4.59 -0.082
C 0.17 2.29 5.84 -0.095
C 1.32 1.33 5.50 -0.127
C 1.14 0.90 4.10 -0.095
H -0.43 1.13 2.78 -0.002
H -1.66 2.73 4.55 0.036
H -0.18 2.87 6.73 0.050
H 2.28 1.24 6.15 0.082
H 1.72 0.34 3.40 0.065
N 0.58 -2.77 -1.67 -0.054
C 1.87 -2.93 -1.60 -0.140
C 2.27 -4.03 -2.65 -0.084
C 0.94 -4.65 -3.10 -0.116
C -0.12 -3.70 -2.54 -0.112
H 0.04 -2.01 -1.03 0.064
H 2.63 -2.22 -1.00 0.112
H 3.14 -4.39 -3.07 -0.009
H 0.75 -5.56 -3.82 0.075
H -1.22 -3.85 -2.62 0.074
N 3.56 -0.94 1.25 -0.043
C 3.95 -2.26 1.38 -0.148
C 5.45 -2.38 1.58 -0.104
C 5.97 -0.93 1.41 -0.103
C 4.63 -0.18 1.33 -0.230
H 2.49 -0.60 0.95 0.097
H 3.29 -2.99 1.45 0.024
H 6.26 -3.24 1.77 0.086
H 7.02 -0.57 1.81 0.070
H 4.56 0.91 1.38 0.077
C -3.16 0.93 -1.50 0.047
N -3.59 1.36 -2.91 -0.428
O -4.47 2.13 -2.99 0.069
O -3.33 0.62 -3.82 0.040
H -4.03 0.35 -1.08 0.112
H -2.97 1.69 -0.76 0.072
H -2.31 0.40 -1.46 0.017
C -0.04 -0.10 -3.64 0.073
N -0.62 -0.47 -5.00 -0.458
O -0.64 -1.67 -5.33 0.019
O -0.94 0.37 -5.68 0.093
H 1.04 -0.08 -3.70 0.098
H -0.39 -0.75 -2.98 0.016
H -0.25 0.93 -3.55 0.044
C 2.08 2.61 0.98 -0.004
N 2.86 3.69 1.47 -0.445
O 4.09 3.56 1.66 0.014
O 2.25 4.72 1.80 0.022
H 1.06 2.88 1.38 0.097
H 2.48 1.62 1.53 0.125
H 2.12 2.73 -0.22 0.157